118
Properties=species:S:1:pos:R:3:forces:R:3 method="wB97M-V/def2-TZVPD" homo_lumo_gap_ev=6.9 smiles="C#CN1c2c([PH2]=O)cc(C)cc2Sc2c(CCN)c([Si](C)(C)C)c(CC=C)c(NCCCC)c21.COCCOCCOC.COCCOCCOC" homo_ev=-7.6 charge=0
C -1.572953 0.028159 5.044210 -0.090 1.879 -6.106
C -1.566484 0.434482 3.792439 0.367 -2.808 5.366
N -1.412377 0.567993 2.328732 -1.066 2.125 1.927
C -0.443704 1.644849 1.963295 3.330 2.399 -1.227
C 1.044213 1.157712 1.638515 -1.814 4.134 -0.429
P 1.472415 -0.711312 1.749059 3.157 0.519 -0.321
O 2.906901 -1.037104 1.259385 -3.090 0.893 0.724
C 2.095859 2.248714 1.204299 -3.260 0.707 0.657
C 1.694647 3.779826 1.088871 -2.018 -1.299 1.026
C 2.782204 4.892386 0.595176 -0.825 -1.436 -0.837
C 0.224868 4.278430 1.418531 0.791 -4.495 0.234
C -0.830620 3.195612 1.850590 2.613 -2.103 -0.723
S -2.635370 3.565793 2.236508 0.963 -1.558 -1.289
C -3.490675 2.082821 1.451034 -0.410 -2.991 -1.146
C -4.876202 2.216592 0.652366 1.934 -2.278 0.056
C -5.449724 3.717454 0.553503 0.775 -0.192 0.780
C -6.109030 4.069153 2.007727 1.158 0.466 0.223
N -7.480842 4.676049 1.928961 0.185 -0.834 1.661
C -5.588051 0.918822 0.019987 4.919 -0.476 2.925
Si -7.257987 1.085740 -0.898592 -0.504 1.352 -0.495
C -6.844897 1.941755 -2.604717 -0.124 0.881 -0.423
C -8.444391 2.352013 -0.002033 -0.303 -0.785 1.007
C -8.281334 -0.512311 -1.102667 -0.788 -0.676 -1.036
C -4.789613 -0.465025 0.205385 1.148 1.947 1.547
C -5.327762 -1.857540 -0.412492 0.682 -1.420 -1.181
C -5.203318 -1.769312 -2.047193 1.914 0.643 0.188
C -3.846812 -1.432367 -2.531037 -1.662 -0.831 0.524
C -3.407752 -0.567531 1.007259 -0.475 2.691 -0.462
N -2.673036 -1.861806 1.224555 -1.853 1.360 0.066
C -3.353657 -2.581438 2.347867 0.241 0.059 1.846
C -2.637278 -3.980714 2.777124 -1.409 0.361 0.416
C -3.746650 -5.145436 2.613046 0.785 0.022 -0.474
C -4.237213 -5.247961 1.070726 -0.326 -0.751 0.693
C -2.718616 0.710287 1.631583 -4.515 -0.099 -2.437
H -1.631794 -0.316223 6.144951 0.116 1.007 -2.642
H 1.394429 -1.013388 3.170280 -0.525 0.257 -0.990
H 0.467851 -1.484380 1.073742 0.157 0.701 0.506
H 3.164549 1.891530 0.937448 -2.042 0.756 0.528
H 3.068999 4.564874 -0.488015 -0.275 0.669 1.951
H 3.726281 4.885710 1.249916 -1.589 0.144 -0.962
H 2.289089 5.925623 0.488892 0.838 -1.629 0.498
H -0.116144 5.370773 1.320311 0.772 -1.935 0.151
H -6.145716 3.918296 -0.335599 0.826 -0.640 1.522
H -4.563590 4.469242 0.432859 -1.394 -1.625 0.043
H -6.042078 3.118780 2.665615 -0.318 1.499 -1.067
H -5.426429 4.855737 2.527196 -0.945 -1.444 -0.958
H -7.503545 5.480210 2.586817 0.036 -0.712 -0.710
H -8.106906 3.972693 2.387525 0.418 1.025 -0.811
H -7.294156 3.020830 -2.600238 0.711 -1.909 0.037
H -5.707461 2.089993 -2.757593 -1.870 -0.540 0.034
H -7.353376 1.392819 -3.476094 1.036 0.763 1.094
H -8.161063 2.263197 1.126247 -0.567 0.564 -1.902
H -9.543875 1.961345 -0.056554 1.925 0.855 -0.117
H -8.342540 3.419841 -0.412207 -0.275 -1.660 0.972
H -7.913578 -1.042196 -2.074716 -0.664 0.587 1.963
H -8.298004 -1.216059 -0.191059 0.031 1.062 -1.552
H -9.378659 -0.188646 -1.340057 1.914 -0.520 0.543
H -4.642933 -2.760991 -0.126176 -1.008 1.853 -0.105
H -6.382147 -2.155746 -0.060864 1.637 0.698 -0.631
H -6.091895 -1.934219 -2.762286 1.040 1.848 1.438
H -3.516469 -0.379308 -2.844366 -0.970 -2.052 -1.206
H -3.066498 -2.277581 -2.526941 -0.573 1.840 1.689
H -2.626368 -2.417105 0.355138 -0.336 0.432 0.638
H -4.502961 -2.716554 2.198985 1.911 0.038 0.002
H -3.260261 -1.886551 3.282692 -0.202 -1.026 -1.796
H -2.375314 -3.918978 3.905854 -0.203 -0.043 -1.967
H -1.672334 -4.153241 2.174693 -1.585 0.111 0.820
H -4.665550 -4.934458 3.296606 1.751 -0.369 -1.109
H -3.248582 -6.133572 2.928028 -0.956 1.392 -0.397
H -3.441433 -4.816774 0.353478 -1.397 -0.663 1.071
H -4.414209 -6.367068 0.819619 0.352 1.935 0.231
H -5.261594 -4.730322 0.970083 1.758 -0.630 -0.140
C 8.848811 -6.431649 2.938592 0.135 0.508 0.005
O 8.142142 -5.411466 2.254471 -0.150 -0.629 0.055
C 7.571845 -5.834779 1.023282 -0.238 0.479 0.082
C 6.120656 -5.369499 0.879664 -0.032 -0.092 -0.100
O 5.179727 -5.963957 1.777061 0.307 0.189 0.170
C 5.337971 -5.690096 3.171761 -0.108 -0.068 0.120
C 5.118699 -4.240299 3.603610 0.336 -0.066 -0.229
O 6.118959 -3.373661 3.087031 -0.360 -0.155 -0.167
C 5.606881 -2.207646 2.460548 0.035 -0.110 0.003
H 9.889444 -6.452401 2.597166 -0.003 -0.232 0.032
H 8.840587 -6.190325 4.004219 0.022 0.053 -0.080
H 8.386902 -7.412891 2.809381 -0.001 -0.048 -0.070
H 7.617746 -6.921653 0.904515 -0.005 -0.033 0.142
H 8.165325 -5.383849 0.219072 -0.148 -0.077 -0.194
H 5.783729 -5.658939 -0.121324 0.017 -0.157 0.104
H 6.040436 -4.285555 0.908798 0.222 0.090 0.180
H 6.292467 -6.069537 3.535042 0.129 0.212 -0.054
H 4.575766 -6.297346 3.672402 -0.083 0.096 -0.150
H 5.156842 -4.177722 4.694382 -0.065 -0.230 0.170
H 4.115723 -3.923419 3.303615 0.013 0.070 -0.182
H 4.657859 -2.399383 1.944762 0.156 0.121 0.169
H 6.333054 -1.876394 1.713063 0.028 -0.017 0.147
H 5.475560 -1.414243 3.203850 -0.148 0.074 -0.127
C 4.113832 6.093341 -6.406415 -0.106 0.104 0.488
O 3.820721 5.060184 -5.481400 0.182 -0.072 -0.593
C 3.119261 3.962424 -6.050132 0.141 -0.187 0.481
C 3.724583 2.621518 -5.627789 -0.055 -0.070 -0.152
O 5.031511 2.336463 -6.132630 -0.033 0.336 0.254
C 6.101935 3.181033 -5.701300 0.141 -0.022 -0.082
C 6.456745 3.115270 -4.216042 -0.257 0.154 -0.182
O 5.415710 3.631069 -3.396294 -0.030 -0.528 -0.018
C 5.055726 2.785422 -2.317623 0.037 0.225 -0.064
H 3.277371 6.799276 -6.448428 0.051 0.026 -0.225
H 4.997019 6.626654 -6.046709 -0.085 -0.029 0.042
H 4.334266 5.705688 -7.403357 -0.055 -0.035 -0.050
H 3.089326 4.018889 -7.142478 0.126 0.066 -0.010
H 2.087244 4.011865 -5.683047 -0.078 -0.222 -0.103
H 3.082735 1.832514 -6.033519 0.096 0.082 -0.139
H 3.697161 2.489313 -4.548850 0.014 0.275 0.118
H 5.937276 4.209098 -6.022001 -0.127 0.064 0.211
H 6.980157 2.840597 -6.260648 -0.094 -0.153 0.092
H 7.352079 3.714121 -4.030810 0.174 0.039 -0.197
H 6.705948 2.083875 -3.951096 -0.159 -0.076 0.045
H 5.137991 1.722662 -2.581361 0.038 0.141 0.055
H 4.011863 2.986627 -2.061277 0.093 0.055 -0.016
H 5.683914 3.005892 -1.447976 -0.034 -0.195 0.069

23
Properties=species:S:1:pos:R:3:forces:R:3 method="wB97M-V/def2-TZVPD" homo_lumo_gap_ev=9.6 smiles=CCNCO.O.O.O homo_ev=-9.0 charge=0
C -0.105097 2.427636 -0.726568 -0.531 -0.180 0.755
C 0.996593 1.747271 0.086486 -0.997 -2.436 -0.822
N 0.619081 0.217731 0.058694 1.981 0.751 2.238
C 1.782966 -0.698976 -0.070349 -0.150 1.571 -0.869
O 2.386632 -0.619607 -1.362133 0.239 0.409 0.025
H -0.017940 3.451716 -0.496264 -0.269 1.565 0.399
H -1.111054 2.089127 -0.329125 1.010 0.351 -0.798
H -0.017381 2.442095 -1.824639 -0.030 -0.887 0.438
H 1.917709 1.709654 -0.469239 0.618 0.804 0.021
H 1.132079 2.254416 1.111890 -0.349 -1.363 -1.345
H -0.082441 0.018097 -0.620494 -0.266 0.058 -0.703
H 1.510741 -1.752703 0.015698 -0.190 0.279 0.922
H 2.637411 -0.338844 0.517212 -0.804 -0.416 0.829
H 1.840483 -1.202285 -1.862367 -0.443 -0.594 -1.194
O -2.712710 -1.593994 1.241959 -0.172 -0.925 3.243
H -2.800155 -1.042083 2.092866 0.264 -0.257 -2.128
H -2.596786 -2.454026 1.740224 -0.130 0.885 -1.369
O -0.221662 -2.713765 -1.669435 1.926 2.105 3.981
H -0.918306 -2.707697 -1.005522 -0.048 0.031 -0.042
H -0.554573 -3.086189 -2.406048 -1.851 -1.993 -3.888
O -1.586968 0.590448 2.138696 -0.958 -1.026 -1.253
H -1.202249 0.161496 1.331722 -0.038 0.485 1.024
H -0.896375 1.100481 2.506735 1.188 0.784 0.533

27
Properties=species:S:1:pos:R:3:forces:R:3 method="wB97M-V/def2-TZVPD" homo_lumo_gap_ev=8.6 smiles=Cc1c[nH]c2ccccc12.CC homo_ev=-7.7 charge=0
C 2.466793 -0.890040 1.791800 -1.825 -0.732 0.272
C 1.229076 -1.163681 1.035134 -1.926 1.715 -3.574
C 1.134941 -1.447251 -0.387777 -0.619 0.914 2.596
N -0.179939 -1.193349 -0.764216 0.820 1.558 3.886
C -0.913831 -0.645474 0.300575 -1.142 -0.206 0.437
C -2.358438 -0.273619 0.322728 3.643 -0.150 0.034
C -2.785690 0.213350 1.529313 -1.744 0.087 0.656
C -1.962311 0.117078 2.692662 1.850 -1.427 -1.582
C -0.660076 -0.391494 2.781059 -2.511 1.692 -5.828
C -0.071789 -0.613639 1.451510 0.057 -1.686 0.118
H 3.182977 -0.688705 1.069922 1.790 1.196 -0.771
H 2.674219 -1.858411 2.105585 1.223 -1.605 1.659
H 2.275959 -0.198641 2.616650 0.536 -0.035 -0.351
H 1.883893 -1.609868 -1.191063 -0.534 -0.143 1.039
H -0.616645 -1.461929 -1.561400 -1.155 -0.878 -2.767
H -2.821262 -0.321580 -0.646564 -0.824 0.098 0.129
H -3.884686 0.534811 1.779175 2.206 -0.596 -1.012
H -2.500932 0.108315 3.549916 -1.448 0.643 2.808
H -0.297155 -0.676291 3.682900 1.553 -0.568 2.417
C 0.856157 2.084066 -2.373330 -0.352 1.600 0.988
C 0.286931 0.959490 -3.242419 0.514 2.048 -1.671
H 1.890167 2.022969 -1.951796 -0.417 0.167 -1.320
H 0.505129 3.137143 -2.717625 1.463 -1.671 -0.229
H 0.346027 2.167134 -1.423911 -0.723 -0.779 0.525
H -0.736557 1.295248 -3.445106 0.148 -0.285 -0.562
H 0.190410 0.023660 -2.810291 0.146 -1.561 1.294
H 0.866626 0.770709 -4.193425 -0.730 0.604 0.808